[1]
# C3H7N2S

The ion C3H7N2S with charge +1 (ωB97M-V with the def2-TZVPD basis set, OMol25).

Summary:
E_HOMO (alpha / beta): -14.78 / -14.79 eV
multiplicity: 1
total charge: +1
gap between HOMO and LUMO (alpha / beta): 7.965 / 7.965 eV

Positions of all 13 atoms, in Å:
C -3.528 -0.284 -0.490
C -2.385 -0.155 -0.237
C 2.115 0.133 -0.482
N -0.412 -0.671 1.280
N 1.124 1.025 -0.079
S -0.706 0.598 0.264
H -4.564 -0.103 -0.710
H 2.256 -0.504 0.343
H 1.908 -0.436 -1.535
H 3.035 0.636 -0.726
H -0.413 -1.692 0.965
H 0.434 -0.473 1.907
H 1.135 1.925 -0.501

These are the natural (NBO) partial charges, in e, on atoms 1 to 8: C -0.080; C -0.297; C -0.473; N -0.976; N -0.592; S 1.143; H 0.272; H 0.213

***

[2]
# C21H15CoN4O5S2

A structure of composition C21H15CoN4O5S2 (ωB97M-V with the def2-TZVPD basis set, OMol25).

Summary:
E_HOMO (alpha / beta): -6.96 / -8.76 eV
multiplicity: 5
gap between HOMO and LUMO (alpha / beta): 6.227 / 7.648 eV

Positions of all 48 atoms, in Å:
Co 11.630 12.092 4.650
O 12.273 16.020 4.823
C 11.885 14.848 4.668
N 12.697 13.685 4.718
C 14.029 13.947 4.938
O 14.481 14.961 5.321
C 15.267 12.893 4.601
C 16.464 13.543 4.882
C 17.645 12.901 4.497
C 17.641 11.663 3.897
C 16.452 11.008 3.769
N 15.235 11.534 4.215
C 10.496 14.554 4.306
C 9.578 15.607 4.206
C 8.259 15.255 3.951
C 7.916 13.889 3.718
C 8.855 12.882 3.841
N 10.154 13.220 4.218
H 16.545 14.600 5.152
H 18.530 13.416 4.848
H 18.603 11.202 3.604
H 16.401 9.937 3.534
H 10.049 16.631 4.205
H 7.481 16.133 3.897
H 7.005 13.606 3.215
H 8.539 11.834 3.749
C 14.273 9.168 4.338
C 14.108 10.641 4.129
O 12.978 11.064 3.660
H 15.179 8.907 4.887
H 14.407 8.535 3.395
H 13.485 8.843 5.026
O 7.145 9.801 3.014
S 7.211 9.216 4.292
O 5.983 8.899 5.005
N 8.268 10.117 5.153
C 9.402 9.511 5.380
S 10.885 10.150 5.977
C 9.373 8.086 4.980
C 10.248 7.031 5.390
C 9.780 5.764 5.192
C 8.489 5.519 4.790
C 7.638 6.512 4.383
C 8.153 7.791 4.367
H 11.234 7.247 5.809
H 10.527 4.999 5.327
H 8.095 4.497 4.591
H 6.577 6.252 4.121

These are the natural (NBO) partial charges, in e, on atoms 1 to 8: Co 1.425; O -0.540; C 0.617; N -0.861; C 0.687; O -0.540; C 0.083; C -0.188

***

[3]
# CH3ClOP2

The molecule CH3ClOP2 (ωB97M-V with the def2-TZVPD basis set, OMol25).

Summary:
E_HOMO: -9.37 eV
multiplicity: 1
gap between HOMO and LUMO: 8.697 eV

Positions of all 8 atoms, in Å:
C 0.968 0.582 0.231
O -0.188 -2.032 0.581
P -0.306 -0.747 -0.080
P -1.828 0.171 -0.981
Cl 2.516 0.515 -0.684
H 0.446 1.618 0.130
H 1.144 0.635 1.401
H -2.752 -0.741 -0.598

Formally, the natural (NBO) partial charges of the atoms, in units of the elementary charge, are as follows: C -0.814; O -0.997; P 1.457; P -0.180; Cl -0.009; H 0.271; H 0.271; H 0.001

***

[4]
# CH4NO

The ion CH4NO with charge -1 (ωB97M-V with the def2-TZVPD basis set, OMol25).

Summary:
E_HOMO: -1.13 eV
multiplicity: 1
total charge: -1
gap between HOMO and LUMO: 6.178 eV

Positions of all 7 atoms, in Å:
C -0.533 -0.244 0.031
N 0.768 0.073 0.415
O 1.695 -0.045 -0.673
H -1.301 0.543 0.296
H -0.476 -0.265 -1.047
H -0.842 -1.219 0.466
H 0.689 1.158 0.512

Formally, the natural (NBO) partial charges of the atoms, in units of the elementary charge, are as follows: C -0.439; N -0.398; O -0.880; H 0.137; H 0.185; H 0.142; H 0.253

***

[5]
# C2

A cluster of 2 separate species, C2 in total (ωB97M-V with the def2-TZVPD basis set, OMol25).

Summary:
E_HOMO: -8.12 eV
multiplicity: 1
gap between HOMO and LUMO: 5.739 eV

Positions of all 2 atoms, in Å:
C 0.000 0.000 1.324
C 0.000 0.000 -1.324

Formally, the natural (NBO) partial charges of the atoms, in units of the elementary charge, are as follows: C 0.000; C 0.000

***

[6]
# C8H16S3

A cluster of 2 separate species, C8H16S3 in total (ωB97M-V with the def2-TZVPD basis set, OMol25).

Summary:
E_HOMO (alpha / beta): -8.48 / -7.15 eV
multiplicity: 1
gap between HOMO and LUMO (alpha / beta): 8.111 / 6.313 eV

Positions of all 27 atoms, in Å:
C 1.100 2.075 -0.913
C -0.656 2.464 0.297
C 1.538 -1.739 -2.060
C -0.785 1.784 1.560
C 0.993 -2.497 -0.787
C -0.248 -1.926 -0.101
C 0.057 -0.424 0.332
C -0.894 0.187 1.312
S -1.848 2.720 -0.773
S -0.715 -0.775 2.861
S -2.633 -0.017 0.488
H 1.147 2.886 -1.641
H 1.925 2.062 -0.229
H 1.712 -0.672 -1.890
H 0.922 -1.813 -3.049
H 2.616 -2.069 -2.405
H 0.121 2.019 2.151
H -1.663 2.137 2.219
H 1.011 -3.624 -1.070
H 1.863 -2.358 -0.123
H -0.490 -2.337 0.871
H -1.192 -1.906 -0.815
H 0.224 0.202 -0.608
H 0.956 -0.380 0.800
H -1.036 3.177 -1.585
H -0.796 0.404 3.534
H -3.230 0.420 1.624

These are the natural (NBO) partial charges, in e, on atoms 1 to 8: C -0.411; C -0.146; C -0.621; C -0.597; C -0.414; C -0.391; C -0.534; C -0.136

***

Computed relative energy (zero: lowest compared OMol25 entry of this formula, charge and spin), in the same sequence as the records: 646.97; 146.99; 10.08; 226.50; 705.00; 515.01 kJ/mol.
Computed max |F|, in the same sequence as the records: 5.56; 3.47; 2.86; 4.82; 4.34; 5.19 eV/Å.